ORCA calculation (wB97M-V/def2-TZVPD) on C59H62CsI2N3O8P3 as an isolated structure at a distorted geometry.

Calculated values
HOMO-LUMO gap in eV: 6.42
Total charge: -1
Energy above the lowest of the compared OMol25 structures with the same formula, charge and spin in kcal per mole: 0.0
Maximum force in eV/Å: 1.06
LUMO energy in eV: 1.92

Each line ends with the Löwdin charge.
Element x y z (Å)
N1 -1.9752 -1.0597 3.8089  -0.07
C1 -2.1304 -2.3782 4.3623  -0.19
O1 -1.8362 -2.4748 -2.8089  -0.15
C2 1.2829 2.0337 5.8355  -0.08
H1 0.5222 0.3522 -3.8903  0.10
O2 -0.0833 -3.6575 -1.3471  -0.31
C3 1.5926 5.7295 0.4284  -0.05
C4 -4.6477 3.9688 -0.4399  -0.10
C5 -1.3616 1.3543 -3.6472  -0.37
H2 -1.6190 -5.1669 -2.4171  0.07
C6 2.1040 -4.3329 -3.5907  -0.03
C7 -4.4191 2.6030 -0.3461  -0.08
C8 1.9494 -2.8137 -3.5316  -0.63
H3 3.1558 -4.6227 -3.5329  0.09
C9 2.1399 1.6206 3.6124  -0.35
H4 -3.0302 -2.4893 4.9934  0.13
H5 -2.0871 -6.4205 0.8995  0.10
C10 -1.8478 2.1481 3.6625  -0.53
H6 1.6955 -4.7131 -4.5305  0.08
H7 -3.8770 5.8534 -1.1108  0.10
C11 -1.7842 -3.8185 -4.8438  -0.02
H8 -0.8210 -4.2969 -4.6675  0.07
C12 -2.2851 -5.8803 2.9888  -0.08
C13 1.6936 4.3413 0.4868  -0.28
N2 -1.9837 -3.2700 2.0657  0.12
H9 3.3979 -0.1279 3.4368  0.09
H10 1.5656 -4.7946 -2.7640  0.07
H11 -2.3961 -4.4788 -5.4626  0.09
C14 1.2702 -4.1271 1.4250  -0.16
P1 -0.3643 -2.4338 -2.1613  0.25
C15 0.2659 3.4592 -2.6975  -0.29
C16 -2.6076 -4.7934 -2.6787  -0.04
C17 2.4713 -2.1875 -4.8230  -0.03
Cs1 -0.6885 -0.0402 0.7962  1.01
H12 -2.8283 -0.7277 3.3784  0.11
C18 -2.1430 -3.5118 3.3616  -0.26
O3 -0.2562 -1.0975 -1.5204  -0.60
H13 -3.3666 2.1309 -3.6500  0.10
C19 -2.1845 1.2608 4.7480  -0.16
H14 1.9716 7.5843 1.4111  0.10
I1 -1.7352 4.8105 2.3049  0.98
H15 -1.6146 -2.8852 -5.3806  0.07
C20 -1.9625 -4.3114 1.2278  -0.14
H16 6.9954 1.7148 1.2547  0.10
H17 -3.1117 0.9742 -0.7881  0.08
C21 1.2504 3.9665 -1.8340  -0.26
C22 -2.4991 -3.5299 -3.5265  -0.62
C23 5.9927 0.0264 0.3880  -0.09
H18 -0.4163 0.0949 4.5958  0.11
H19 4.7307 -1.5334 -0.3779  0.09
H20 -4.4853 -3.6643 -4.3811  0.08
C24 -2.1103 -5.6256 1.6342  -0.08
I2 -5.1014 3.4115 7.1454  0.77
H21 3.5123 -2.4699 -4.9958  0.09
H22 0.8014 -4.4326 2.3608  0.13
H23 1.9164 0.6627 7.3656  0.10
C25 2.7381 0.1675 5.4457  -0.08
C26 -3.0068 0.8710 -5.3452  -0.09
C27 2.8214 0.5055 4.0997  -0.08
H24 -4.3949 -2.7440 -2.8641  0.09
C28 -0.8152 -0.0938 -5.5029  -0.08
H25 3.1096 4.0647 3.5375  0.10
H26 -5.5548 4.3949 -0.0300  0.10
H27 -5.1547 1.9638 0.1265  0.11
C29 4.8665 1.8470 1.4805  -0.08
H28 2.4163 -2.7250 -1.4062  0.08
C30 -2.3009 -4.8100 3.8617  -0.04
H29 3.0441 5.1261 -1.6623  0.12
H30 1.0559 -4.8919 -0.4027  0.04
C31 2.2406 5.1909 -3.6504  -0.08
H31 2.4115 -1.0982 -4.7669  0.08
O4 3.6555 -4.2054 1.2500  0.09
H32 3.2669 -0.7093 5.7999  0.10
H33 3.2166 -4.9286 0.7312  0.09
P2 2.0397 1.9033 1.8165  1.08
C32 2.6999 4.5297 2.6502  -0.09
O5 2.7677 -2.5896 2.5119  0.08
C33 -2.4244 3.4486 3.7335  -0.63
C34 -3.6998 2.8904 5.6835  -0.77
H34 -2.4047 -6.8933 3.3536  0.10
H35 2.4655 -1.1604 -2.2408  0.09
C35 -3.3368 3.8029 4.7053  -0.25
H36 0.7622 3.1980 4.1213  0.10
H37 -3.7620 4.7991 4.7037  0.07
C36 6.0401 1.2429 1.0558  -0.09
C37 -3.1033 1.6290 5.7078  -0.14
C38 2.6327 -3.5425 1.7894  -0.54
C39 -3.7056 4.7857 -1.0437  -0.11
H38 2.6389 -0.4395 0.3193  0.09
H39 -4.0103 0.9984 -5.7344  0.10
H40 6.9119 -0.4509 0.0707  0.10
H41 -3.3498 0.9334 6.5041  0.09
H42 -2.3784 -0.4231 -6.9375  0.10
O6 -1.0832 1.7449 2.7407  -0.40
H43 -2.4312 -4.9554 4.9274  0.11
C40 1.9807 0.9321 6.3181  -0.10
C41 1.2372 4.7550 -4.5011  -0.09
H44 1.2178 5.0705 -5.5368  0.10
C42 2.0660 6.5068 1.4678  -0.09
H45 0.6785 -3.3262 0.9794  0.10
C43 4.7719 -0.5779 0.1302  -0.07
H46 0.8162 -6.0100 0.7518  0.07
H47 -0.4814 3.4999 -4.7026  0.11
H48 -1.2840 -2.5585 5.0322  0.13
H49 -3.7907 -2.0263 -4.3683  0.08
C44 2.2068 3.7137 1.6293  -0.27
H50 0.6576 2.6216 6.4969  0.11
H51 3.0305 6.5126 3.3887  0.10
N3 1.4208 -5.2437 0.4866  0.02
O7 0.5566 -2.4826 -3.5090  -0.19
C45 -2.0920 0.0764 -6.0195  -0.10
C46 0.2725 3.8820 -4.0262  -0.08
H52 1.8720 -2.5311 -5.6680  0.08
C47 3.6348 1.2463 1.2301  -0.37
C48 -3.8848 -2.9568 -3.8055  -0.03
C49 -0.4568 0.5316 -4.3199  -0.10
C50 3.5944 0.0332 0.5381  -0.10
C51 -1.4810 -0.0653 4.7891  -0.16
C52 1.3510 2.3678 4.4932  -0.11
P3 -0.7632 2.0892 -2.0894  1.10
H53 3.7686 -2.3401 -2.4856  0.09
H54 -1.7905 4.8796 -2.0125  0.10
C53 2.6925 -2.2240 -2.3363  -0.04
C54 2.2552 4.7974 -2.3243  -0.02
H55 -1.5790 -0.4609 5.8083  0.11
H56 -1.7786 -4.0755 0.1837  0.08
H57 1.1304 6.1929 -0.4325  0.12
H58 -0.1011 -0.7413 -5.9974  0.10
C55 -3.2496 2.0510 -0.8456  -0.12
C56 -2.5316 4.2405 -1.5469  -0.10
C57 -2.6457 1.5095 -4.1656  -0.07
H59 -3.1599 -4.5851 -1.7597  0.08
C58 -2.2921 2.8733 -1.4492  -0.38
H60 3.0263 5.8384 -4.0199  0.10
O8 1.2234 3.5357 -0.5288  -0.03
C59 2.6474 5.9103 2.5745  -0.09
H61 4.9008 2.7894 2.0143  0.10
H62 -3.1501 -5.5623 -3.2346  0.09